{
  "formula": "C31H52NO19",
  "method": "ωB97M-V/def2-TZVPD",
  "gap_ev": 2.5,
  "energy_ha": -2696.75640,
  "total_charge": -1,
  "e_lumo_ev": 1.2,
  "symbols": ["C", "N", "C", "C", "C", "C", "C", "O", "C", "H", "H", "H", "H", "H", "H", "H", "H", "H", "H", "H", "H", "H", "H", "H", "H", "C", "C", "C", "O", "C", "O", "O", "H", "H", "H", "H", "H", "H", "C", "C", "C", "O", "C", "O", "O", "H", "H", "H", "H", "H", "H", "C", "C", "C", "O", "C", "O", "O", "H", "H", "H", "H", "H", "H", "C", "C", "C", "O", "C", "O", "O", "H", "H", "H", "H", "H", "H", "C", "C", "C", "O", "C", "O", "O", "H", "H", "H", "H", "H", "H", "C", "C", "C", "O", "C", "O", "O", "H", "H", "H", "H", "H", "H"],
  "xyz": [[1.1611, -0.0065, -3.4120], [0.8502, -1.1522, -4.2595], [1.9058, -1.3940, -5.2714], [3.2884, -1.7267, -4.7032], [4.3265, -0.6506, -5.0281], [5.5187, -0.5246, -4.0425], [5.5432, -1.4772, -2.8566], [4.9134, -0.8960, -1.7037], [3.8224, -1.5957, -1.1740], [1.3999, -0.3003, -2.3808], [2.0310, 0.5313, -3.8019], [0.3289, 0.7055, -3.3490], [0.8269, -1.9716, -3.6674], [1.4952, -2.1703, -5.9326], [1.9660, -0.4728, -5.8800], [3.1528, -1.7741, -3.6091], [3.8724, 0.3656, -5.1200], [4.7511, -0.8353, -6.0277], [5.5477, 0.4870, -3.6166], [6.4631, -0.6417, -4.5875], [5.0484, -2.4138, -3.1252], [6.5803, -1.6920, -2.5658], [3.8734, -1.5275, -0.0816], [3.8370, -2.6528, -1.4602], [2.8678, -1.1700, -1.5070], [4.1033, 2.2828, 0.7113], [2.6845, 2.6117, 0.3358], [1.8107, 1.4352, -0.0382], [0.8792, 2.0343, -0.9569], [1.4809, 3.0960, -1.5269], [1.0520, 3.7053, -2.4570], [2.6274, 3.3975, -0.8777], [4.1150, 1.7577, 1.6666], [4.5644, 1.6531, -0.0508], [4.6938, 3.1935, 0.8084], [2.2073, 3.2044, 1.1198], [1.2746, 0.9925, 0.7976], [2.3741, 0.6664, -0.5724], [2.9758, -4.1360, 2.0488], [2.1646, -3.2710, 2.9730], [0.7003, -3.6394, 3.1155], [0.0954, -2.3669, 3.3916], [0.8809, -1.4065, 2.8579], [0.5631, -0.2607, 2.7705], [2.0557, -1.9204, 2.4613], [3.1002, -5.1265, 2.4877], [2.4860, -4.2363, 1.0804], [3.9615, -3.7034, 1.8869], [2.6359, -3.1983, 3.9572], [0.4850, -4.3263, 3.9289], [0.2853, -4.0255, 2.1821], [-0.2356, 6.7623, -2.5155], [-1.0207, 7.6070, -1.5538], [-2.4804, 7.2342, -1.3880], [-3.0873, 8.4889, -1.0499], [-2.3133, 9.4773, -1.5630], [-2.6279, 10.6223, -1.6063], [-1.1453, 8.9742, -2.0109], [-0.0978, 5.7585, -2.1172], [-0.7485, 6.6856, -3.4748], [0.7499, 7.1912, -2.6900], [-0.5283, 7.6450, -0.5772], [-2.6710, 6.5143, -0.5970], [-2.9111, 6.8771, -2.3261], [-4.6518, -1.2126, 4.1887], [-3.8158, -1.5028, 2.9715], [-4.4617, -1.2147, 1.6294], [-3.8376, -2.1830, 0.7752], [-3.4380, -3.2194, 1.5403], [-3.0333, -4.2574, 1.1216], [-3.5683, -2.9192, 2.8490], [-4.7717, -0.1358, 4.3087], [-5.6376, -1.6712, 4.1005], [-4.1703, -1.6078, 5.0819], [-2.8410, -1.0120, 3.0420], [-4.2747, -0.2166, 1.2444], [-5.5365, -1.4120, 1.6493], [-0.5350, 4.7804, 5.0630], [0.6786, 4.3582, 4.2790], [0.5292, 3.1005, 3.4448], [1.8702, 2.5982, 3.4300], [2.4985, 3.0305, 4.5469], [3.5529, 2.6423, 4.9272], [1.7494, 3.9759, 5.1646], [-1.3134, 5.1294, 4.3840], [-0.9234, 3.9465, 5.6487], [-0.2847, 5.5908, 5.7459], [1.0478, 5.1818, 3.6607], [0.1962, 3.2777, 2.4247], [-0.1155, 2.3568, 3.9179], [-5.1312, -6.8256, 0.5007], [-5.4788, -7.1942, -0.9137], [-6.1095, -6.0987, -1.7505], [-6.9433, -6.8380, -2.6528], [-7.2630, -8.0135, -2.0620], [-8.0811, -8.7734, -2.4674], [-6.5213, -8.1958, -0.9479], [-4.3139, -6.1051, 0.5110], [-5.9940, -6.3846, 1.0039], [-4.8293, -7.7089, 1.0622], [-4.6129, -7.6122, -1.4339], [-5.3990, -5.5006, -2.3135], [-6.7463, -5.4491, -1.1446]],
  "atomic_forces_ev_per_a": [[0.0, 0.2, 0.2], [-0.2, 0.1, -0.1], [0.4, -0.2, 0.0], [-0.1, 0.1, 0.3], [-0.1, -0.1, -0.1], [0.0, 0.1, 0.0], [0.0, -0.1, 0.0], [0.1, 0.1, 0.1], [-0.1, -0.1, 0.2], [-0.1, 0.1, -0.1], [0.0, 0.0, 0.1], [0.0, -0.1, -0.1], [0.0, -0.2, 0.0], [0.0, 0.1, 0.0], [-0.1, 0.0, -0.1], [0.0, 0.1, -0.2], [0.0, 0.0, 0.0], [0.0, 0.1, 0.1], [0.0, -0.1, -0.1], [0.0, -0.1, 0.0], [0.0, 0.1, 0.0], [0.0, 0.0, 0.0], [0.0, 0.0, 0.1], [0.0, 0.0, 0.0], [0.1, -0.2, 0.0], [0.1, 0.0, -0.2], [0.1, 0.0, 0.0], [0.0, -0.1, 0.0], [-0.1, 0.0, 0.0], [0.1, 0.0, 0.1], [-0.1, 0.1, 0.0], [-0.1, 0.0, 0.0], [0.0, 0.0, 0.0], [0.0, 0.0, 0.0], [0.0, 0.0, 0.1], [0.0, 0.0, 0.0], [0.0, 0.1, 0.0], [0.0, 0.1, 0.0], [0.0, 0.1, -0.1], [0.0, 0.0, 0.0], [0.0, 0.0, -0.1], [-0.2, -0.1, 0.0], [0.1, 0.0, 0.1], [-0.1, 0.1, 0.0], [0.0, 0.0, 0.0], [0.0, 0.0, 0.0], [0.0, 0.0, 0.0], [0.0, 0.0, 0.0], [0.0, 0.0, 0.0], [0.0, 0.1, 0.1], [0.0, 0.0, 0.0], [0.0, 0.1, -0.1], [0.0, 0.0, 0.0], [0.0, 0.0, 0.0], [0.0, 0.0, 0.0], [0.0, -0.1, 0.0], [0.0, 0.1, 0.0], [0.0, 0.0, 0.0], [0.0, 0.0, 0.0], [0.0, 0.0, 0.0], [0.0, 0.0, 0.0], [0.0, 0.0, 0.0], [0.0, 0.0, 0.0], [0.0, 0.0, 0.0], [-0.1, -0.1, 0.0], [0.1, 0.1, 0.0], [0.0, 0.0, 0.0], [-0.1, 0.0, 0.0], [0.0, 0.0, 0.0], [0.0, 0.0, 0.0], [0.1, 0.0, 0.1], [0.0, 0.0, 0.0], [0.0, 0.0, 0.0], [0.0, 0.0, 0.0], [0.0, 0.0, 0.0], [0.1, 0.0, 0.0], [0.0, 0.0, 0.0], [0.0, -0.1, 0.1], [-0.1, 0.0, 0.0], [0.1, 0.0, 0.0], [0.0, -0.1, 0.0], [-0.1, 0.0, 0.0], [0.1, 0.0, 0.0], [0.0, 0.1, 0.0], [0.0, 0.0, 0.0], [0.0, 0.0, 0.0], [0.0, 0.0, 0.0], [0.0, 0.0, 0.0], [0.1, 0.0, 0.0], [0.0, 0.0, 0.0], [-0.1, 0.0, 0.1], [0.0, 0.0, 0.0], [0.0, 0.0, 0.0], [0.0, 0.0, 0.0], [0.1, 0.0, 0.0], [0.0, 0.0, 0.0], [0.0, 0.0, 0.0], [0.0, 0.0, 0.0], [0.0, 0.0, 0.0], [0.1, 0.0, 0.0], [0.0, 0.0, 0.0], [0.0, 0.0, -0.1], [0.0, 0.0, 0.0]],
  "mulliken_charge": [-0.403, -0.460, -0.437, 0.208, -0.456, -0.542, -0.793, -0.350, -0.099, -0.132, 0.048, 0.330, 0.305, 0.343, 0.241, -0.973, 0.127, 0.268, 0.209, 0.377, 0.566, 0.300, 0.226, 0.390, -0.303, -1.501, 0.906, 1.417, -0.380, 0.600, -0.607, -0.454, 0.338, 0.299, 0.391, -0.195, -0.120, -0.671, -1.505, 0.492, -0.533, -0.276, 0.491, -0.517, -0.216, 0.408, 0.353, 0.366, 0.252, 0.312, 0.321, -1.338, 0.595, -0.465, -0.339, 0.635, -0.538, -0.370, 0.323, 0.326, 0.354, 0.236, 0.285, 0.306, -1.519, 0.768, -0.470, -0.329, 0.711, -0.619, -0.377, 0.392, 0.353, 0.363, 0.100, 0.314, 0.287, -1.502, 0.577, -0.544, -0.184, 0.533, -0.544, -0.387, 0.369, 0.358, 0.376, 0.299, 0.378, 0.299, -1.283, 0.583, -0.462, -0.339, 0.619, -0.536, -0.371, 0.287, 0.339, 0.355, 0.239, 0.297, 0.300]
}